Entry 1:
This record from the OMol25 dataset describes a structure of composition C36H43AgN3OSTe2. The level of theory is ωB97M-V/def2-TZVPD.

Structure (ORCA input):
```
! RIJCOSX wB97M-V def2-TZVPD def2/J DEFGRID3
* xyz 0 2
Te -1.28 -3.36 0.41
Te -0.16 0.81 1.06
Ag -1.11 -1.62 -1.88
S -2.03 -3.58 -3.26
O -1.66 0.34 -3.54
N -1.02 0.54 -1.43
N -3.40 -1.62 -4.41
N -4.59 -3.54 -3.76
C -1.63 3.42 -1.56
C 0.75 -4.93 1.78
C 5.11 3.06 -1.90
C 1.80 -6.80 2.88
C -1.62 2.57 -2.66
C 3.86 2.55 -1.23
C 0.33 2.67 5.04
C 1.31 -7.66 1.90
C 1.54 1.57 0.03
C -1.50 2.89 3.39
C 1.81 0.94 3.45
C 2.27 1.34 4.70
C 2.34 0.71 -0.75
C 0.26 -5.80 0.79
C -0.17 2.30 3.79
C 2.02 -0.74 -0.99
C 3.05 3.38 -0.47
C 1.52 -5.45 2.81
C -0.57 -5.22 -0.34
C 3.48 1.22 -1.36
C -1.97 5.31 -3.00
C -1.80 3.11 -3.94
C 0.58 1.44 2.97
C 1.55 2.21 5.51
C 2.67 0.00 2.65
C -1.43 1.09 -2.53
C 2.06 2.63 6.86
C -5.99 -3.15 -3.96
C -1.96 4.47 -4.11
C -1.80 4.78 -1.73
C 0.54 -7.16 0.86
C 0.44 -3.46 1.67
C -3.46 -2.82 -3.86
C 1.09 3.94 0.92
C 1.89 2.92 0.16
C -4.48 -0.73 -4.82
H -2.53 -1.12 -4.20
H 5.06 2.91 -2.98
H 3.32 4.42 -0.37
H 0.11 3.58 1.20
H 0.96 4.83 0.30
H -2.17 2.93 4.25
H 1.61 4.24 1.83
H 1.38 -0.84 -1.86
H 0.16 -7.82 0.10
H -2.09 6.38 -3.13
H -4.01 0.21 -5.09
H 1.49 -1.19 -0.14
H 0.22 -3.01 2.64
H 2.07 -0.82 2.23
H -5.18 -0.52 -4.01
H -6.59 -4.05 -3.86
H -2.00 2.34 2.60
H 1.33 2.44 7.65
H 3.22 0.95 5.06
H -6.33 -2.43 -3.21
H 1.25 -2.91 1.20
H 1.89 -4.78 3.58
H 0.04 -5.04 -1.23
H 4.09 0.54 -1.96
H -1.79 2.43 -4.78
H 2.39 -7.19 3.70
H -5.02 -1.11 -5.69
H -1.50 3.00 -0.57
H 5.99 2.53 -1.53
H 5.24 4.12 -1.71
H -4.44 -4.40 -3.26
H -6.15 -2.75 -4.95
H 1.52 -8.72 1.95
H -1.38 3.92 3.04
H 2.28 3.70 6.88
H 2.98 2.09 7.12
H -1.41 -5.86 -0.61
H -0.27 3.33 5.66
H 3.45 -0.43 3.28
H 2.93 -1.31 -1.18
H -2.09 4.88 -5.10
H -1.81 5.44 -0.86
H 3.14 0.50 1.81
*
```

## Properties
Molecular weight in g/mol: 928.90
LUMO level (spin up / spin down) in eV: 0.2 / -0.5
Calculated total energy in eV: -73967.7864
Frontier orbital gap (spin up / spin down) in eV: 7.39 / 6.57
E_HOMO (spin up / spin down) in eV: -7.17 / -7.12

Atom charges from the Mulliken analysis, given in e for atoms 1 to 4:
1. Te 0.263
2. Te 0.219
3. Ag 0.232
4. S -0.553



Entry 2:
This record from the OMol25 dataset describes a structure of composition B3CaF12N2O6. The level of theory is ωB97M-V/def2-TZVPD.

Structure (ORCA input):
```
! RIJCOSX wB97M-V def2-TZVPD def2/J DEFGRID3
* xyz -3 1
Ca -3.51 -0.10 -11.40
F -1.63 2.52 -10.44
F -4.15 -1.84 -9.40
F -3.76 0.17 -13.69
F -5.17 -1.33 -12.64
F 0.26 1.38 -11.06
F -5.60 -0.64 -14.81
F -5.48 -0.22 -10.10
F -1.60 0.20 -10.31
F -3.74 0.35 -8.74
F -5.51 -0.80 -7.82
F -3.85 -2.07 -14.38
F -1.69 1.19 -12.34
O -0.59 -3.05 -12.48
O -4.77 4.25 -11.67
O -1.80 -4.06 -11.00
O -5.34 3.12 -9.90
O -4.41 2.12 -11.59
O -2.37 -2.09 -11.69
N -1.61 -3.09 -11.76
N -4.87 3.16 -11.05
B -4.56 -0.99 -13.90
B -1.17 1.35 -11.05
B -4.71 -0.62 -8.96
*
```

## Properties
Molecular weight in g/mol: 424.50
Relative energy (zero: lowest compared OMol25 entry of this formula, charge and spin) in eV: 0.000
LUMO level in eV: 7.8
Calculated total energy in eV: -68360.6338
Frontier orbital gap in eV: 8.15
E_HOMO in eV: -0.36

Atom charges from the natural (NBO) analysis, given in e for atoms 1 to 4:
1. Ca 1.830
2. F -0.558
3. F -0.567
4. F -0.575



Entry 3:
This record from the OMol25 dataset describes a cluster of 2 separate species, C7H9N6O2 in total. The level of theory is ωB97M-V/def2-TZVPD.

Structure (ORCA input):
```
! RIJCOSX wB97M-V def2-TZVPD def2/J DEFGRID3
* xyz 1 1
O 3.43 -2.06 -0.58
O 5.10 -0.65 -0.50
N -2.47 -0.17 0.24
N 0.67 0.47 0.13
N -3.88 1.51 0.09
N 2.46 2.30 -0.15
N 3.96 -0.95 -0.41
N -1.12 -2.13 0.38
C -1.32 -0.86 0.34
C 3.40 1.40 -0.15
C -4.62 0.30 0.20
C 1.65 -0.31 -0.02
C -3.80 -0.78 0.15
C 3.03 0.09 -0.16
C -2.67 1.24 0.08
H 4.43 1.56 -0.15
H 1.58 -1.33 0.05
H -2.00 -2.80 0.35
H -1.94 2.05 0.00
H -0.26 -2.54 0.40
H 2.61 3.33 -0.38
H 1.52 1.94 -0.04
H -5.69 0.25 0.04
H -4.06 -1.86 0.09
*
```

## Properties
Molecular weight in g/mol: 209.19
Relative energy (zero: lowest compared OMol25 entry of this formula, charge and spin) in eV: 3.213
LUMO level (spin up / spin down) in eV: -6.0 / -6.0
Calculated total energy in eV: -20425.5295
Frontier orbital gap (spin up / spin down) in eV: 7.10 / 7.09
E_HOMO (spin up / spin down) in eV: -13.09 / -13.09

Atom charges from the natural (NBO) analysis, given in e for atoms 1 to 4:
1. O -0.431
2. O -0.321
3. N -0.461
4. N -0.293



Entry 4:
This record from the OMol25 dataset describes the molecule C22H35NO4. The level of theory is ωB97M-V/def2-TZVPD.

Structure (ORCA input):
```
! RIJCOSX wB97M-V def2-TZVPD def2/J DEFGRID3
* xyz 0 1
O 1.52 2.90 -1.96
O -3.04 2.20 -2.32
O -3.03 -0.23 1.55
O -2.84 -1.86 0.03
N 1.17 -1.55 0.93
C 1.59 -3.47 2.49
C 2.15 -2.48 1.46
C -2.42 -0.84 0.53
C -0.36 -0.94 -0.88
C -2.59 0.95 -1.84
C 0.34 -2.08 -0.13
C -1.20 -0.07 0.07
C 3.56 -0.06 0.15
C 2.59 0.69 -1.93
C 4.26 -1.11 0.97
C 0.33 -0.88 1.91
C 2.55 2.13 -0.01
C 3.22 1.16 0.72
C 2.22 1.90 -1.34
C -4.78 0.02 3.16
C -3.88 2.09 -3.45
C 3.25 -0.26 -1.18
C 1.10 2.69 -3.29
C -0.32 0.34 1.26
C -1.70 1.21 -0.63
C -4.23 -0.84 2.04
C 3.35 -1.73 2.04
H -4.77 1.49 -3.22
H 0.40 -0.32 -1.35
H 2.37 0.49 -2.97
H -4.17 3.10 -3.72
H -2.26 1.81 0.08
H 1.35 -2.97 3.43
H -3.99 -1.85 2.39
H -0.46 -1.55 2.29
H 1.95 2.59 -3.97
H 2.32 -4.25 2.70
H 3.53 -1.20 -1.65
H -4.94 -0.93 1.21
H 2.51 -3.06 0.60
H -3.35 1.61 -4.29
H 3.47 1.36 1.75
H 0.45 1.81 -3.37
H 3.01 -0.94 2.72
H 2.27 3.07 0.43
H -4.06 0.09 3.97
H -0.42 -2.78 0.25
H 0.53 3.58 -3.55
H 0.46 1.00 0.90
H 0.94 -0.56 2.75
H 0.69 -3.94 2.11
H -2.04 0.43 -2.64
H -0.84 1.80 -0.95
H -3.45 0.32 -1.57
H -0.93 0.87 2.00
H -5.00 1.02 2.79
H 0.98 -2.62 -0.84
H -1.00 -1.38 -1.64
H -5.70 -0.43 3.54
H 5.12 -0.66 1.47
H 3.95 -2.43 2.63
H 4.62 -1.90 0.31
*
```

## Properties
Molecular weight in g/mol: 377.52
Relative energy (zero: lowest compared OMol25 entry of this formula, charge and spin) in eV: 0.619
LUMO level in eV: 0.8
Calculated total energy in eV: -33062.2206
Frontier orbital gap in eV: 8.55
Structure (SMILES): CCOC(=O)C1(CCOC)CCN([C@H](C)CCc2ccc(OC)cc2)CC1
E_HOMO in eV: -7.73

Atom charges from the natural (NBO) analysis, given in e for atoms 1 to 4:
1. O -0.516
2. O -0.540
3. O -0.527
4. O -0.614



- Number 2 is which compound?
  B3CaF12N2O6



Repeat the first record exactly.
This record from the OMol25 dataset describes a structure of composition C36H43AgN3OSTe2. The level of theory is ωB97M-V/def2-TZVPD.

Structure (ORCA input):
```
! RIJCOSX wB97M-V def2-TZVPD def2/J DEFGRID3
* xyz 0 2
Te -1.28 -3.36 0.41
Te -0.16 0.81 1.06
Ag -1.11 -1.62 -1.88
S -2.03 -3.58 -3.26
O -1.66 0.34 -3.54
N -1.02 0.54 -1.43
N -3.40 -1.62 -4.41
N -4.59 -3.54 -3.76
C -1.63 3.42 -1.56
C 0.75 -4.93 1.78
C 5.11 3.06 -1.90
C 1.80 -6.80 2.88
C -1.62 2.57 -2.66
C 3.86 2.55 -1.23
C 0.33 2.67 5.04
C 1.31 -7.66 1.90
C 1.54 1.57 0.03
C -1.50 2.89 3.39
C 1.81 0.94 3.45
C 2.27 1.34 4.70
C 2.34 0.71 -0.75
C 0.26 -5.80 0.79
C -0.17 2.30 3.79
C 2.02 -0.74 -0.99
C 3.05 3.38 -0.47
C 1.52 -5.45 2.81
C -0.57 -5.22 -0.34
C 3.48 1.22 -1.36
C -1.97 5.31 -3.00
C -1.80 3.11 -3.94
C 0.58 1.44 2.97
C 1.55 2.21 5.51
C 2.67 0.00 2.65
C -1.43 1.09 -2.53
C 2.06 2.63 6.86
C -5.99 -3.15 -3.96
C -1.96 4.47 -4.11
C -1.80 4.78 -1.73
C 0.54 -7.16 0.86
C 0.44 -3.46 1.67
C -3.46 -2.82 -3.86
C 1.09 3.94 0.92
C 1.89 2.92 0.16
C -4.48 -0.73 -4.82
H -2.53 -1.12 -4.20
H 5.06 2.91 -2.98
H 3.32 4.42 -0.37
H 0.11 3.58 1.20
H 0.96 4.83 0.30
H -2.17 2.93 4.25
H 1.61 4.24 1.83
H 1.38 -0.84 -1.86
H 0.16 -7.82 0.10
H -2.09 6.38 -3.13
H -4.01 0.21 -5.09
H 1.49 -1.19 -0.14
H 0.22 -3.01 2.64
H 2.07 -0.82 2.23
H -5.18 -0.52 -4.01
H -6.59 -4.05 -3.86
H -2.00 2.34 2.60
H 1.33 2.44 7.65
H 3.22 0.95 5.06
H -6.33 -2.43 -3.21
H 1.25 -2.91 1.20
H 1.89 -4.78 3.58
H 0.04 -5.04 -1.23
H 4.09 0.54 -1.96
H -1.79 2.43 -4.78
H 2.39 -7.19 3.70
H -5.02 -1.11 -5.69
H -1.50 3.00 -0.57
H 5.99 2.53 -1.53
H 5.24 4.12 -1.71
H -4.44 -4.40 -3.26
H -6.15 -2.75 -4.95
H 1.52 -8.72 1.95
H -1.38 3.92 3.04
H 2.28 3.70 6.88
H 2.98 2.09 7.12
H -1.41 -5.86 -0.61
H -0.27 3.33 5.66
H 3.45 -0.43 3.28
H 2.93 -1.31 -1.18
H -2.09 4.88 -5.10
H -1.81 5.44 -0.86
H 3.14 0.50 1.81
*
```

## Properties
Molecular weight in g/mol: 928.90
LUMO level (spin up / spin down) in eV: 0.2 / -0.5
Calculated total energy in eV: -73967.7864
Frontier orbital gap (spin up / spin down) in eV: 7.39 / 6.57
E_HOMO (spin up / spin down) in eV: -7.17 / -7.12

Atom charges from the Mulliken analysis, given in e for atoms 1 to 4:
1. Te 0.263
2. Te 0.219
3. Ag 0.232
4. S -0.553